Entry from the Open Molecules 2025 dataset: the molecule C19H29N3O5S at a distorted geometry (wB97M-V/def2-TZVPD).

Output
SMILES: CCN(CC)S(=O)(=O)N1CCC(C(=O)NC[C@H]2COc3ccccc3O2)CC1
HOMO energy (Eh): -0.3081
E_LUMO (eV): 0.609
ΔE to the lowest compared entry with this formula, charge and spin (kcal per mole): 37.45

```
! wB97M-V def2-TZVPD RIJCOSX def2/J DEFGRID3
* xyz 0 1
C -4.20185 -3.00778 -0.09749
C -5.08818 -1.87919 -0.61400
N -4.95893 -0.69640 0.21661
C -6.09605 -0.28331 1.01418
C -7.23265 0.31325 0.18808
S -4.08052 0.52358 -0.48492
O -4.20635 1.68655 0.34586
O -4.38481 0.67112 -1.87879
N -2.56760 -0.17538 -0.39143
C -2.02429 -0.21596 0.95075
C -1.42442 1.12075 1.39194
C -0.42103 1.65206 0.36291
C 0.85817 0.81934 0.33260
O 0.98827 -0.26826 0.85452
N 1.86317 1.40521 -0.36381
C 3.16395 0.79169 -0.48363
C 4.00857 0.93877 0.80688
C 4.14201 -0.41159 1.51826
O 4.80557 -1.33896 0.68914
C 5.93104 -0.83289 0.09436
C 6.84271 -1.71824 -0.46677
C 7.99855 -1.24703 -1.05845
C 8.25975 0.11359 -1.08727
C 7.35032 1.00409 -0.55011
C 6.17756 0.54080 0.03150
O 5.28968 1.46480 0.52993
C -1.07769 1.67569 -1.02630
C -1.61641 0.28905 -1.37773
H -4.32509 -3.88943 -0.72127
H -4.47090 -3.26050 0.92496
H -3.16181 -2.69871 -0.11858
H -4.79398 -1.60629 -1.63019
H -6.13181 -2.20314 -0.63353
H -5.71965 0.47062 1.70739
H -6.43850 -1.15142 1.58458
H -8.03742 0.64113 0.84120
H -6.85451 1.16614 -0.37004
H -7.62837 -0.41418 -0.51713
H -2.84488 -0.49868 1.61076
H -1.25168 -0.98867 0.97582
H -0.92981 0.98478 2.35473
H -2.23099 1.84641 1.50083
H -0.14036 2.67551 0.64048
H 1.76405 2.35991 -0.66714
H 3.69729 1.25711 -1.31483
H 3.02024 -0.27131 -0.69960
H 3.53354 1.66613 1.47366
H 4.70398 -0.27375 2.45242
H 3.15570 -0.82721 1.72947
H 6.62263 -2.77271 -0.41928
H 8.70084 -1.94386 -1.48899
H 9.16859 0.48356 -1.53587
H 7.52395 2.06829 -0.57097
H -0.36877 2.00084 -1.79007
H -1.91930 2.37155 -1.00709
H -2.14011 0.31261 -2.33369
H -0.80144 -0.44011 -1.42485
*
```